{"formula": "C3H11N2", "method": "the ωB97M-V functional and the def2-TZVPD basis", "species": ["C", "N", "H", "H", "H", "H", "H", "H", "C", "C", "N", "H", "H", "H", "H", "H"], "xyz": [[-2.147, -0.648, -0.882], [-1.252, -0.371, 0.337], [-1.478, -0.764, -1.730], [-2.709, 0.274, -0.989], [-2.729, -1.534, -0.696], [-1.403, -1.118, 1.017], [-0.220, -0.468, 0.147], [-1.450, 0.491, 0.831], [1.499, 1.737, 0.077], [1.700, 0.573, 0.688], [1.582, -0.749, 0.113], [1.442, 1.734, -1.011], [1.151, 2.619, 0.595], [2.005, 0.448, 1.723], [1.888, -0.801, -0.857], [2.121, -1.424, 0.639]], "forces_ev_per_angstrom": [[1.2, 1.2, 0.6], [-0.1, -1.5, 0.1], [-0.2, -0.1, -0.1], [-0.5, -0.4, -0.3], [-0.3, -0.1, 0.0], [-0.1, 0.1, 0.1], [-0.1, 0.1, -0.1], [0.0, 0.3, -0.2], [-0.8, -0.8, -0.5], [0.6, -0.8, 0.4], [0.4, 1.0, -0.5], [-0.3, 0.1, 0.1], [0.9, 0.2, 0.2], [-0.7, 0.6, 0.2], [-0.1, 0.1, 0.0], [0.0, -0.1, 0.0]], "relative_energy_kj_mol": 122.5, "homo_lumo_gap_ev": 9.82, "lumo_energy_ev": -3.320, "fmax_ev_per_a": 1.81, "homo_ev": -13.141, "charge": 1}



{"formula": "C37H64BCaFN9Si4Te", "method": "the ωB97M-V functional and the def2-TZVPD basis", "species": ["Ca", "C", "C", "N", "C", "C", "N", "C", "C", "N", "C", "C", "N", "C", "C", "C", "C", "C", "C", "C", "N", "H", "H", "H", "H", "H", "H", "H", "H", "H", "H", "H", "H", "H", "H", "H", "H", "H", "H", "H", "H", "H", "H", "H", "B", "N", "C", "C", "C", "N", "N", "C", "C", "C", "N", "H", "H", "H", "H", "H", "H", "H", "H", "F", "C", "C", "C", "C", "C", "C", "C", "H", "H", "H", "H", "H", "H", "C", "Si", "C", "C", "Si", "Te", "Si", "C", "C", "C", "Si", "C", "C", "C", "H", "H", "H", "H", "H", "H", "H", "H", "H", "H", "H", "H", "H", "H", "H", "H", "H", "H", "H", "H", "H", "H", "H", "H", "H", "H", "H"], "xyz": [[1.708, -2.424, -0.328], [5.397, -2.230, 0.547], [4.358, -1.174, 0.190], [3.625, -1.346, -0.963], [4.217, -1.952, -2.130], [3.521, -3.248, -2.586], [2.050, -3.159, -2.710], [1.542, -2.523, -3.924], [1.308, -1.010, -3.860], [0.370, -0.462, -2.903], [-1.007, -0.907, -2.868], [-1.358, -2.016, -1.849], [-0.676, -1.705, -0.610], [-1.153, -0.935, 0.280], [-2.594, -0.509, 0.349], [-0.124, -0.287, 1.178], [-0.387, 1.059, 1.762], [0.673, 1.460, 2.725], [1.919, 1.040, 2.541], [2.169, 0.177, 1.314], [1.053, -0.764, 1.158], [5.070, -3.238, 0.297], [5.683, -2.195, 1.595], [6.288, -1.989, -0.041], [5.279, -2.212, -2.007], [4.206, -1.239, -2.972], [3.710, -4.029, -1.839], [3.966, -3.590, -3.533], [1.685, -4.108, -2.673], [0.595, -3.012, -4.174], [2.222, -2.712, -4.769], [0.980, -0.718, -4.866], [2.258, -0.501, -3.684], [0.759, -0.353, -1.976], [-1.304, -1.250, -3.864], [-1.636, -0.041, -2.635], [-0.988, -2.982, -2.191], [-2.447, -2.088, -1.754], [-3.252, -1.353, 0.140], [-2.777, 0.269, -0.395], [-2.852, -0.104, 1.326], [-1.401, 1.190, 2.121], [0.416, 2.157, 3.512], [2.742, 1.360, 3.165], [3.575, -1.381, 2.832], [3.466, -2.931, 2.605], [3.995, -3.849, 3.425], [3.736, -5.107, 2.913], [3.027, -4.851, 1.736], [2.871, -3.538, 1.559], [3.463, -0.606, 1.463], [4.642, 0.137, 0.845], [4.373, 1.413, 0.167], [3.110, 1.700, -0.216], [2.021, 0.999, 0.145], [4.660, -1.176, 3.338], [2.678, -1.028, 3.557], [4.525, -3.539, 4.311], [4.017, -6.061, 3.323], [2.621, -5.547, 1.019], [5.488, 0.122, 1.528], [5.214, 2.027, -0.122], [2.925, 2.564, -0.856], [2.293, -8.667, -2.451], [1.569, -7.701, -1.795], [0.911, -6.726, -2.514], [0.186, -5.747, -1.849], [0.087, -5.678, -0.419], [-0.602, -4.655, 0.252], [0.732, -6.769, 0.251], [1.460, -7.737, -0.415], [0.948, -6.742, -3.598], [-0.371, -5.031, -2.447], [-0.765, -4.696, 1.322], [-1.292, -4.055, -0.323], [0.657, -6.825, 1.331], [1.945, -8.536, 0.136], [-5.403, 1.872, -0.543], [-4.179, 3.204, -1.084], [-3.357, 2.679, -2.689], [-5.221, 4.739, -1.436], [-2.506, 3.629, 0.518], [-0.307, 2.425, 0.043], [-3.469, 3.475, 2.644], [-4.041, 1.738, 3.112], [-2.319, 4.081, 4.002], [-5.025, 4.541, 2.618], [-1.815, 5.845, 0.159], [-0.299, 6.278, 1.183], [-3.134, 7.138, 0.545], [-1.339, 6.009, -1.659], [-6.092, 1.649, -1.364], [-6.003, 2.213, 0.305], [-4.918, 0.939, -0.254], [-4.106, 2.463, -3.456], [-2.742, 1.789, -2.544], [-2.699, 3.465, -3.069], [-5.961, 4.504, -2.207], [-4.612, 5.568, -1.802], [-5.759, 5.079, -0.548], [-3.210, 1.077, 3.369], [-4.625, 1.267, 2.319], [-4.680, 1.808, 3.998], [-1.592, 3.308, 4.261], [-2.894, 4.312, 4.904], [-1.764, 4.976, 3.715], [-5.776, 4.114, 1.948], [-4.834, 5.566, 2.296], [-5.457, 4.576, 3.624], [-0.519, 6.318, 2.252], [0.064, 7.265, 0.881], [0.504, 5.554, 1.033], [-3.317, 7.200, 1.621], [-4.084, 6.943, 0.045], [-2.777, 8.121, 0.220], [-0.677, 5.198, -1.974], [-0.813, 6.953, -1.830], [-2.217, 5.993, -2.310]], "forces_ev_per_angstrom": [[-0.5, -1.0, 0.2], [0.0, 0.0, 0.1], [0.3, 0.0, -0.5], [-0.3, 0.1, -0.1], [0.2, 0.0, 0.1], [0.0, 0.0, 0.0], [0.1, 0.1, 0.2], [-0.1, 0.0, 0.0], [0.0, 0.1, 0.0], [0.0, -0.3, 0.1], [0.0, 0.0, 0.0], [-0.1, -0.2, 0.1], [0.4, 0.7, -0.2], [-0.3, -0.2, 0.0], [0.0, 0.0, 0.0], [0.3, 0.2, 0.0], [0.0, 0.1, 0.0], [0.0, 0.1, 0.1], [0.2, 0.0, -0.1], [-0.2, 0.3, -0.1], [-0.1, -0.2, -0.1], [0.0, 0.0, 0.0], [0.0, 0.0, 0.0], [0.0, 0.0, 0.0], [0.0, -0.1, 0.0], [0.0, 0.0, 0.0], [0.1, 0.0, 0.0], [0.0, 0.0, 0.0], [0.0, 0.0, 0.0], [0.0, 0.0, 0.0], [0.0, 0.0, 0.0], [0.0, 0.0, 0.0], [0.0, 0.0, 0.0], [0.2, 0.3, 0.0], [0.0, 0.0, 0.0], [0.0, 0.0, 0.0], [0.0, 0.0, 0.0], [0.0, 0.0, 0.0], [0.0, 0.0, 0.0], [0.0, 0.0, 0.0], [0.0, 0.0, 0.0], [0.0, -0.1, 0.1], [0.0, 0.0, 0.0], [0.0, 0.0, 0.0], [0.1, 0.0, 0.0], [0.1, -0.1, 0.0], [0.0, 0.0, 0.0], [0.0, 0.0, 0.0], [0.1, 0.1, 0.0], [-0.1, 0.1, 0.1], [-0.2, 0.1, 0.0], [-0.1, -0.1, 0.3], [0.0, 0.0, 0.0], [0.1, 0.0, 0.0], [-0.2, -0.1, 0.1], [0.0, 0.0, 0.0], [0.0, 0.0, 0.0], [0.0, 0.0, 0.0], [0.0, 0.0, 0.0], [0.0, 0.0, 0.0], [0.0, 0.0, 0.0], [0.0, 0.0, 0.0], [0.0, 0.0, 0.0], [0.0, 0.0, 0.0], [0.0, 0.0, 0.0], [0.0, 0.1, 0.0], [-0.1, 0.0, 0.0], [-0.1, -0.2, 0.0], [0.4, 0.2, -0.3], [0.1, 0.0, 0.0], [0.0, 0.0, 0.0], [0.0, 0.0, 0.0], [0.0, 0.0, 0.0], [0.1, -0.1, 0.0], [-0.1, 0.0, 0.1], [0.0, 0.0, 0.0], [0.0, 0.0, 0.0], [0.0, 0.0, 0.0], [0.0, 0.0, 0.1], [0.0, 0.0, 0.0], [0.0, 0.0, -0.1], [-0.1, 0.1, 0.0], [0.2, -0.1, -0.2], [0.0, 0.0, -0.1], [0.0, 0.0, 0.1], [0.0, 0.0, 0.0], [0.0, 0.0, 0.1], [0.0, 0.0, 0.0], [0.0, 0.0, 0.0], [0.1, 0.1, 0.0], [0.0, 0.0, 0.0], [0.0, 0.0, 0.0], [0.0, 0.0, 0.0], [0.0, 0.0, 0.0], [0.0, 0.0, 0.0], [0.0, 0.0, 0.0], [0.0, 0.0, 0.0], [0.0, 0.0, 0.0], [0.0, 0.0, 0.0], [0.0, 0.0, 0.0], [0.0, 0.0, 0.0], [0.0, 0.0, 0.0], [0.0, 0.0, 0.0], [0.0, 0.0, 0.0], [0.0, 0.0, 0.0], [0.0, 0.0, 0.0], [0.0, 0.0, 0.0], [0.0, 0.0, 0.0], [0.0, 0.0, 0.0], [0.0, 0.0, 0.0], [0.0, 0.0, 0.0], [0.0, 0.0, 0.0], [0.0, 0.0, 0.0], [0.0, 0.0, 0.0], [0.0, 0.0, 0.0], [0.0, 0.0, 0.0], [0.0, 0.0, 0.0], [0.0, 0.0, 0.0]], "relative_energy_kj_mol": 397.7, "homo_lumo_gap_ev": 5.00, "lumo_energy_ev": 2.033, "fmax_ev_per_a": 1.15, "homo_ev": -2.965, "charge": -1}



{"formula": "C5H6O2", "method": "the ωB97M-V functional and the def2-TZVPD basis", "species": ["O", "C", "C", "O", "C", "C", "C", "H", "H", "H", "H", "H", "H"], "xyz": [[-1.431, -0.044, 1.557], [-0.485, -0.038, 0.795], [0.000, 1.325, 0.254], [-0.863, 1.598, -0.879], [-1.453, 0.504, -1.261], [1.510, -1.347, 0.038], [0.247, -1.285, 0.453], [1.038, 1.373, -0.089], [-0.184, 2.099, 1.002], [-2.160, 0.815, -2.052], [2.117, -0.464, -0.146], [1.994, -2.304, -0.129], [-0.335, -2.186, 0.627]], "forces_ev_per_angstrom": [[0.5, 0.0, -0.1], [0.0, 0.0, 0.4], [0.1, 0.0, 0.1], [-0.3, -0.4, -0.1], [-0.1, 0.4, -0.3], [-0.1, 0.0, 0.1], [0.2, -0.1, 0.0], [-0.2, -0.1, 0.0], [0.0, -0.1, -0.1], [0.1, 0.2, -0.2], [-0.1, -0.1, 0.1], [-0.1, 0.1, 0.0], [0.1, 0.1, 0.0]], "relative_energy_kj_mol": 417.2, "homo_lumo_gap_ev": 9.31, "lumo_energy_ev": 0.449, "fmax_ev_per_a": 0.51, "homo_ev": -8.860, "charge": 0}



{"formula": "C22H30F3N3O2", "method": "the ωB97M-V functional and the def2-TZVPD basis", "species": ["O", "C", "C", "C", "C", "O", "C", "C", "N", "C", "C", "C", "C", "N", "C", "C", "N", "C", "C", "C", "C", "C", "C", "F", "F", "F", "C", "C", "C", "C", "H", "H", "H", "H", "H", "H", "H", "H", "H", "H", "H", "H", "H", "H", "H", "H", "H", "H", "H", "H", "H", "H", "H", "H", "H", "H", "H", "H", "H", "H"], "xyz": [[3.702, 1.014, 1.214], [3.540, -0.137, 0.846], [4.702, -1.120, 0.724], [5.922, -0.640, 1.523], [6.623, 0.537, 0.840], [6.970, 0.246, -0.498], [5.826, -0.053, -1.257], [5.125, -1.311, -0.742], [2.298, -0.600, 0.556], [1.911, -1.900, 0.061], [1.295, -1.754, -1.331], [0.122, -0.782, -1.286], [0.563, 0.575, -0.717], [-0.590, 1.466, -0.656], [-0.954, 2.020, -1.949], [-2.425, 2.484, -1.873], [-2.836, 2.669, -0.496], [-3.394, 1.603, 0.201], [-4.003, 1.847, 1.439], [-4.611, 0.837, 2.154], [-4.636, -0.460, 1.667], [-4.042, -0.709, 0.439], [-3.979, -2.104, -0.107], [-4.194, -2.159, -1.434], [-4.856, -2.946, 0.455], [-2.758, -2.661, 0.081], [-3.430, 0.298, -0.291], [-1.801, 3.411, 0.197], [-0.531, 2.537, 0.328], [1.178, 0.314, 0.664], [4.383, -2.080, 1.144], [5.615, -0.333, 2.523], [6.626, -1.471, 1.609], [7.563, 0.765, 1.348], [5.969, 1.417, 0.874], [6.174, -0.200, -2.283], [5.126, 0.797, -1.233], [4.269, -1.533, -1.380], [5.826, -2.147, -0.798], [2.759, -2.580, 0.030], [1.158, -2.316, 0.742], [0.958, -2.730, -1.683], [2.050, -1.381, -2.027], [-0.289, -0.670, -2.289], [-0.664, -1.182, -0.643], [1.357, 1.003, -1.359], [-0.296, 2.866, -2.216], [-0.842, 1.261, -2.722], [-3.098, 1.781, -2.360], [-2.537, 3.451, -2.375], [-4.010, 2.851, 1.835], [-5.075, 1.058, 3.102], [-5.104, -1.257, 2.222], [-2.955, 0.044, -1.224], [-2.142, 3.722, 1.182], [-1.596, 4.310, -0.390], [0.367, 3.166, 0.210], [-0.515, 2.085, 1.320], [1.569, 1.231, 1.107], [0.420, -0.124, 1.323]], "forces_ev_per_angstrom": [[0.2, 0.3, 0.1], [0.2, -0.4, 0.1], [0.1, 0.0, 0.1], [-0.1, 0.2, -0.2], [0.0, 0.1, 0.4], [0.2, -0.1, -0.1], [-0.2, -0.2, -0.2], [0.1, 0.2, 0.0], [-0.5, 0.1, 0.0], [0.1, -0.3, -0.4], [-0.1, -0.1, 0.2], [0.3, 0.2, -0.1], [-0.2, -0.3, 0.0], [0.2, 0.1, -0.1], [-0.1, 0.0, 0.0], [0.0, 0.1, -0.1], [-0.1, 0.4, -0.2], [-0.4, -0.4, 0.2], [0.1, 0.0, -0.1], [0.0, -0.1, 0.1], [0.1, -0.1, -0.2], [-0.1, 0.0, 0.1], [0.1, -0.3, -0.1], [-0.1, 0.2, -0.1], [-0.2, 0.1, 0.2], [0.2, 0.1, 0.1], [0.0, 0.1, 0.1], [0.2, -0.1, 0.1], [0.0, 0.0, 0.1], [0.0, 0.5, 0.0], [0.0, 0.1, -0.1], [0.0, 0.0, 0.0], [0.0, 0.0, 0.0], [-0.1, 0.0, 0.0], [0.2, -0.1, 0.0], [-0.1, 0.0, 0.1], [0.1, 0.0, -0.1], [0.0, -0.1, -0.1], [0.0, 0.0, 0.0], [0.0, 0.0, 0.1], [0.1, -0.1, 0.0], [0.0, 0.0, -0.1], [0.1, -0.1, 0.0], [-0.1, 0.0, 0.0], [-0.1, 0.0, 0.0], [0.0, 0.0, 0.1], [0.0, -0.1, 0.0], [0.0, 0.0, 0.0], [0.0, 0.0, 0.0], [0.0, -0.1, 0.0], [0.0, 0.1, 0.0], [0.0, 0.0, 0.1], [0.0, -0.1, 0.0], [0.1, 0.0, -0.1], [0.0, 0.1, -0.1], [0.0, 0.0, 0.1], [0.0, 0.0, 0.1], [0.1, 0.1, 0.0], [-0.2, -0.2, 0.0], [0.0, 0.0, 0.0]], "smiles": "O=C(C1CCOCC1)N1CCC[C@@H](N2CCN(c3cccc(C(F)(F)F)c3)CC2)C1", "homo_lumo_gap_ev": 8.76, "lumo_energy_ev": 0.687, "fmax_ev_per_a": 0.64, "homo_ev": -8.073, "charge": 0}



- Look up the charge of the first one.
  +1



- Which of these has the lowest charge?
  C37H64BCaFN9Si4Te



- The highest charge belongs to which entry?
  C3H11N2



- Which of these has the highest charge?
  C3H11N2